Entry from the Open Molecules 2025 dataset: a molecular structure, C37H29F6N5PS2SbW (ωB97M-V/def2-TZVPD).

Positions of all 82 atoms, in Å:
W (0.15406, -0.51727, 0.43536)
N (0.47420, -4.54475, 1.89079)
C (0.18079, -3.96999, 3.12664)
C (0.10826, -4.51742, 4.40106)
C (-0.18299, -3.64129, 5.42570)
C (-0.38581, -2.27236, 5.18722)
C (-0.31432, -1.73787, 3.91686)
C (-0.03428, -2.61686, 2.87325)
N (0.11533, -2.40656, 1.49081)
C (0.44118, -3.58571, 0.96824)
C (0.75796, -3.66353, -0.43932)
C (1.16249, -4.70951, -1.20336)
S (1.49740, -4.16668, -2.78125)
C (1.08091, -2.58786, -2.33420)
N (0.70646, -2.44545, -1.08417)
H (0.73081, -5.50782, 1.73339)
H (0.28061, -5.56899, 4.58535)
H (-0.24376, -4.01323, 6.43894)
H (-0.58848, -1.62176, 6.02686)
H (-0.43224, -0.67451, 3.75434)
H (1.29745, -5.74267, -0.92455)
H (1.13629, -1.77369, -3.04254)
S (-1.15011, 2.96323, 3.00100)
C (0.55860, 3.14434, 2.70515)
C (1.04586, 2.18586, 1.89323)
C (0.04302, 1.24905, 1.45682)
C (-1.21303, 1.60891, 2.02210)
C (-2.30105, 0.65251, 1.93923)
C (-3.57849, 0.82249, 2.43615)
C (-4.46113, -0.25130, 2.40456)
C (-4.02415, -1.46035, 1.89196)
C (-2.73141, -1.54985, 1.39942)
N (-1.88659, -0.51584, 1.39757)
H (1.08492, 3.96576, 3.16842)
H (2.08314, 2.14507, 1.59871)
H (-3.87606, 1.77299, 2.85927)
H (-5.46452, -0.14587, 2.79551)
H (-4.66117, -2.33346, 1.87997)
H (-2.35243, -2.48932, 1.01519)
N (-1.41036, -0.74076, -1.14594)
C (-2.16250, 0.46216, -1.50130)
C (-3.53267, 0.44504, -1.66013)
C (-4.15885, 1.60520, -2.10505)
C (-3.41115, 2.73472, -2.41026)
C (-2.03145, 2.73206, -2.24733)
C (-1.39820, 1.59223, -1.76106)
P (0.36777, 1.37065, -1.46190)
C (1.05995, 0.69252, -2.99001)
C (2.42061, 0.37642, -3.09956)
C (2.91872, -0.14306, -4.28327)
C (2.06934, -0.37650, -5.36007)
C (0.71843, -0.07784, -5.25560)
C (0.21269, 0.46203, -4.07928)
C (1.08020, 2.98967, -1.14257)
C (0.31315, 3.94201, -0.46311)
C (0.81604, 5.21271, -0.24948)
C (2.09751, 5.53539, -0.68156)
C (2.87014, 4.58799, -1.33651)
C (2.36424, 3.31939, -1.57713)
H (-0.93023, -1.06360, -1.98879)
H (-2.05913, -1.49126, -0.91509)
H (-4.10805, -0.45448, -1.47211)
H (-5.23224, 1.61575, -2.23853)
H (-3.90375, 3.62201, -2.78397)
H (-1.45502, 3.61351, -2.49557)
H (3.09679, 0.51535, -2.26855)
H (3.97407, -0.36739, -4.36459)
H (2.46439, -0.77981, -6.28305)
H (0.05768, -0.24157, -6.09634)
H (-0.83608, 0.72777, -4.03392)
H (-0.68253, 3.70022, -0.10994)
H (0.20858, 5.95590, 0.25016)
H (2.48987, 6.52948, -0.51405)
H (3.86450, 4.83927, -1.67909)
H (2.97206, 2.61385, -2.12200)
F (2.20861, -0.42874, -0.28494)
Sb (3.59435, -0.82598, 1.15222)
F (3.03364, -2.60451, 0.96145)
F (1.82188, -0.54367, 2.01598)
F (4.46546, -1.12925, 2.74263)
F (3.81583, 1.02537, 1.19119)
F (4.87796, -1.02867, -0.16168)

Values from the calculation:
E_tot ... -3744.70291 hartree
Gap between HOMO and LUMO (alpha / beta) ... 4.848 / 6.083 eV
ΔE to the lowest compared entry with this formula, charge and spin ... 101.3 kJ/mol
Total charge ... +3
Max |F| ... 0.0071 hartree/bohr
2S+1 ... 2
LUMO level (alpha / beta) ... -11.5 / -10.3 eV
Molecular weight ... 1058.37 g mol⁻¹
E_HOMO (alpha / beta) ... -16.31 / -16.36 eV
Expectation value of S² ... 1.166